Computed, not measured: C24H15ClCrF6N4O6S2 as an isolated structure, with ωB97M-V/def2-TZVPD.

```
59
Properties=species:S:1:pos:R:3:forces:R:3:nbo_charge:R:1
Cr 0.2125 0.0294 -0.3156 1.72 0.56 -0.26 1.35
C 0.7008 3.3333 2.3690 -0.12 0.09 0.10 -0.20
C -0.5929 3.5160 2.8328 0.15 -0.05 -0.06 -0.12
C -1.6086 2.7115 2.3403 -0.11 -0.14 -0.09 -0.20
C -1.2993 1.7501 1.3950 0.17 0.24 0.21 0.19
N -0.0365 1.5712 0.9624 -0.18 0.61 0.28 -0.45
C 0.9391 2.3443 1.4343 0.10 -0.06 -0.05 0.10
C -2.2602 0.8327 0.7620 -0.05 -0.07 -0.11 0.21
C -3.6411 0.9224 0.8005 -0.01 -0.04 0.04 -0.20
C -4.3825 0.0110 0.0630 0.12 0.00 0.05 -0.11
C -3.7414 -0.9728 -0.6760 -0.04 -0.04 -0.01 -0.20
C -2.3591 -1.0144 -0.6678 0.00 0.13 0.15 0.21
N -1.6575 -0.1183 0.0389 -1.56 -0.27 0.45 -0.41
C -1.4932 -1.9686 -1.3782 0.12 -0.36 -0.22 0.26
C -1.9361 -3.0654 -2.0964 -0.12 0.18 0.13 -0.21
C -1.0029 -3.9354 -2.6389 0.17 0.07 0.07 -0.12
C 0.3462 -3.6944 -2.4280 -0.15 -0.13 -0.06 -0.21
C 0.7180 -2.5623 -1.7271 0.11 0.04 0.00 0.09
N -0.1778 -1.7102 -1.2370 -0.20 -0.54 -0.43 -0.47
H 1.5151 3.9463 2.7263 0.02 -0.02 -0.01 0.25
H -0.8078 4.2724 3.5748 -0.01 0.01 -0.01 0.24
H -2.6226 2.8202 2.6980 0.00 0.02 -0.02 0.24
H 1.9283 2.1532 1.0388 0.00 -0.01 0.03 0.23
H -4.1325 1.6922 1.3768 0.03 0.03 -0.01 0.24
H -5.4619 0.0723 0.0593 0.00 -0.02 0.01 0.25
H -4.3187 -1.6847 -1.2473 0.05 -0.01 -0.02 0.24
H -2.9947 -3.2426 -2.2206 0.01 -0.03 0.01 0.23
H -1.3277 -4.7976 -3.2044 0.01 -0.01 0.01 0.24
H 1.1008 -4.3708 -2.8017 0.02 0.03 -0.02 0.25
H 1.7581 -2.3186 -1.5516 -0.01 0.03 0.01 0.23
F 2.5941 0.6555 -4.9534 0.09 0.22 0.09 -0.28
C 2.3566 0.1746 -3.7518 -0.08 -0.13 0.17 0.74
F 1.1510 -0.4102 -3.7589 -0.03 0.06 0.03 -0.32
F 3.2650 -0.7502 -3.4489 -0.01 0.11 0.04 -0.30
S 2.3904 1.5008 -2.4364 0.02 -0.16 -0.32 2.27
O 2.0362 0.7771 -1.2076 -0.26 -0.29 0.07 -0.96
O 3.6899 2.0545 -2.4739 0.14 0.16 -0.08 -0.86
N 1.2767 2.5204 -2.8743 0.03 -0.21 0.15 -1.18
S -0.1756 2.4174 -2.2980 -0.05 0.46 -0.33 2.23
O -0.5633 1.0293 -1.9867 -0.02 -0.32 0.34 -0.94
O -0.5007 3.3744 -1.2918 0.02 0.14 -0.06 -0.89
C -1.2137 2.8066 -3.8066 0.07 -0.20 -0.09 0.77
F -1.6492 1.6561 -4.3164 0.04 0.14 -0.05 -0.30
F -2.2483 3.5445 -3.4423 0.03 -0.04 0.07 -0.29
F -0.4939 3.4487 -4.7052 -0.09 0.01 0.06 -0.28
Cl 3.5893 -1.8610 6.2031 0.07 -0.03 0.16 0.03
C 2.9093 -1.5713 4.6443 0.00 0.08 -0.21 -0.09
C 3.6464 -0.8855 3.6796 0.02 -0.11 0.24 -0.17
C 3.1106 -0.6448 2.4374 -0.33 0.10 -0.32 -0.26
C 1.8017 -1.0486 2.1015 0.00 -0.22 1.19 0.39
O 1.3335 -0.7151 0.9270 -0.01 -0.43 -0.51 -0.71
C 1.0730 -1.7861 3.0885 0.40 0.54 -0.73 -0.26
C -0.2480 -2.3503 2.8428 -0.25 -0.22 -0.06 0.44
O -0.8845 -2.3033 1.8075 0.03 0.18 -0.04 -0.58
C 1.6476 -2.0217 4.3417 -0.08 -0.09 0.01 -0.15
H 4.6418 -0.5390 3.9232 0.02 -0.02 -0.03 0.24
H 3.6834 -0.1173 1.6843 -0.01 0.01 0.01 0.23
H -0.6684 -2.8984 3.7080 0.01 0.03 0.03 0.12
H 1.0852 -2.5794 5.0817 0.00 0.01 -0.01 0.23
```
Forces are in eV/Å.

## Properties
Net charge: +1
Kohn-Sham gap (spin up / spin down) (eV): 6.57 / 6.38
E_HOMO (spin up / spin down) (eV): -10.6 / -10.7
F_max (eV/A): 1.8
Multiplicity: 4
LUMO level (spin up / spin down) (eV): -4.008 / -4.316

Computed, not measured: a 2-piece molecular cluster, C4H11NO3 overall, with ωB97M-V/def2-TZVPD.

```
19
Properties=species:S:1:pos:R:3:forces:R:3:nbo_charge:R:1
C 1.3261 -0.7187 0.2802 -0.29 0.54 -0.51 -0.45
N -0.0607 -0.4792 0.7700 0.36 0.29 -0.82 -0.61
C -1.5976 -0.3163 -1.2166 0.13 -1.48 -0.92 -0.64
C -0.9854 0.4034 -0.0160 1.50 -0.97 0.44 -0.16
C -0.2382 1.7106 -0.3103 -1.80 1.29 1.95 0.80
O -1.1524 2.7327 -0.1645 0.31 -0.37 -0.64 -0.69
O 0.9138 2.0231 -0.3579 0.59 -0.98 -0.71 -0.58
H 2.0576 -0.1458 0.8532 -0.08 -0.51 0.51 0.20
H 1.5746 -0.3626 -0.7260 -0.67 -0.17 -0.22 0.19
H 1.4192 -1.7986 0.2796 0.74 0.15 0.25 0.22
H -0.4801 -1.3996 0.7599 -0.26 0.13 0.22 0.35
H -1.4512 -1.3931 -1.0319 -0.16 0.21 0.12 0.21
H -2.6626 -0.2485 -1.4440 -0.02 0.68 0.52 0.23
H -1.1091 -0.2221 -2.1911 0.31 0.60 0.24 0.22
H -1.7353 0.6193 0.7419 -0.30 0.49 -0.46 0.23
H -0.5690 3.5034 -0.2238 -0.29 0.36 -0.02 0.49
H 2.1256 -3.7773 1.3219 -1.34 -0.48 0.14 0.49
H 0.5525 -4.2521 1.1905 -0.55 -0.66 1.40 0.48
O 1.3127 -3.8867 0.7903 1.83 0.90 -1.47 -0.97
```
Forces are in eV/Å.

## Properties
Net charge: 0
Kohn-Sham gap (eV): 9.53
E_HOMO (eV): -8.8
F_max (eV/A): 2.9
SMILES string: CN[C@H](C)C(=O)O.O
LUMO level (eV): 0.705

Computed, not measured: a 3-piece molecular cluster, C3H8Cl2N2O4 overall, with ωB97M-V/def2-TZVPD.

```
19
Properties=species:S:1:pos:R:3:forces:R:3:nbo_charge:R:1
C -8.4247 -12.5285 15.6058 -0.65 0.65 -1.08 -0.48
N -9.5486 -12.7536 14.6864 2.09 -0.94 4.08 0.34
O -9.5588 -12.2237 13.5948 0.53 2.55 -4.83 -0.69
O -10.5152 -13.4037 15.1185 -2.92 -2.05 1.40 -0.70
H -8.6690 -12.7605 16.6424 -0.05 -0.40 -0.30 0.19
H -8.2277 -11.4587 15.5370 0.42 0.23 0.07 0.18
H -7.5812 -13.0769 15.1864 0.42 -0.09 0.40 0.17
C -12.3434 -8.1858 10.6684 0.98 -0.48 -0.71 -0.49
N -11.7620 -7.0885 9.8013 -0.37 -0.94 1.62 0.54
O -12.3915 -6.0619 9.7251 -0.13 0.56 -0.55 -0.39
O -10.6572 -7.3098 9.3740 0.36 0.46 -0.75 -0.37
H -11.6192 -8.9920 10.5511 -0.28 -0.06 0.22 0.25
H -13.3028 -8.5008 10.2579 -0.04 0.39 0.41 0.23
H -12.3051 -7.8303 11.6980 -0.49 0.03 -0.22 0.24
C -11.4707 -13.3667 11.4417 0.18 0.04 0.53 -0.36
Cl -12.5649 -14.6600 10.8106 0.48 0.54 -0.04 -0.09
Cl -11.4118 -11.8884 10.4363 -0.30 -0.40 0.03 -0.08
H -11.8204 -13.1137 12.4426 0.13 0.10 -0.22 0.26
H -10.4378 -13.7067 11.5174 -0.37 -0.20 -0.07 0.24
```
Forces are in eV/Å.

## Properties
Net charge: -1
Kohn-Sham gap (spin up / spin down) (eV): 3.02 / 6.74
E_HOMO (spin up / spin down) (eV): -0.5 / -4.3
F_max (eV/A): 5.5
Multiplicity: 2
LUMO level (spin up / spin down) (eV): 2.482 / 2.480

Computed, not measured: a 2-piece molecular cluster, C10H14BF4NO5P overall, with ωB97M-V/def2-TZVPD.

```
36
Properties=species:S:1:pos:R:3:forces:R:3:nbo_charge:R:1
C -3.6380 -2.3429 0.7865 -0.26 0.14 0.03 -0.64
C -2.2159 -2.3101 1.3123 -0.64 -0.59 -0.18 -0.08
O -1.3821 -1.3569 0.6227 0.36 0.23 0.30 -0.54
C -1.3862 -0.1335 1.1859 -0.88 0.79 -0.02 0.82
O -2.3582 0.6003 1.1835 0.57 -0.66 0.05 -0.60
C -0.0699 0.2822 1.7781 0.15 -0.45 -0.12 -0.51
C 0.9871 0.5247 0.6971 -0.22 0.31 0.59 -0.38
C 0.4480 1.4365 -0.4265 1.01 -0.83 -0.34 -0.48
C 1.5096 2.3305 -0.9676 -0.17 0.71 -0.12 0.06
C 1.6801 2.8630 -2.1894 -0.22 -0.24 0.31 -0.49
P 0.4699 2.9202 -3.5208 0.09 -0.22 -0.95 1.35
N 0.5105 1.8467 -4.6591 -0.08 0.30 0.47 -1.27
C 3.0970 3.2946 -2.2608 0.70 -1.19 -0.13 0.77
O 3.8194 3.2466 -3.2024 -0.11 0.89 -0.06 -0.50
O 3.5968 3.4243 -0.9564 -0.53 0.01 -0.20 -0.50
C 2.5618 3.0089 -0.1434 -0.62 0.87 0.75 0.75
O 2.3838 3.4178 0.9666 0.67 -0.61 -0.28 -0.50
H -3.6807 -2.0801 -0.2658 0.13 0.01 -0.17 0.21
H -4.2952 -1.6620 1.3200 -0.03 0.20 0.02 0.20
H -4.0521 -3.3427 0.8885 0.02 -0.17 0.09 0.21
H -1.7581 -3.2817 1.1935 0.36 0.02 -0.14 0.25
H -2.2151 -2.1108 2.3809 0.18 0.16 0.13 0.18
H 0.2721 -0.5201 2.4300 0.05 -0.14 0.05 0.26
H -0.2211 1.1724 2.3765 -0.09 0.24 -0.03 0.22
H 1.3445 -0.4198 0.3030 -0.11 -0.15 -0.20 0.24
H 1.8295 0.9776 1.2100 0.15 0.14 -0.04 0.22
H -0.4741 1.9390 -0.1546 -0.05 0.29 0.11 0.26
H 0.2493 0.7550 -1.2535 -0.59 0.12 -0.15 0.25
H 0.6062 4.2461 -3.9778 0.03 0.11 0.31 -0.06
H -0.7138 2.9966 -2.7654 0.09 -0.10 0.19 -0.07
H 0.6664 2.3248 -5.5368 0.09 -0.26 -0.26 0.37
B 0.4939 -4.8164 2.3291 0.04 0.00 0.02 1.34
F 0.9769 -5.0552 1.0345 0.04 0.00 -0.12 -0.58
F -0.9173 -4.9110 2.3244 -0.17 -0.10 0.03 -0.59
F 1.0248 -5.7541 3.2238 0.03 -0.04 0.07 -0.58
F 0.8502 -3.5106 2.7334 0.02 0.19 0.03 -0.59
```
Forces are in eV/Å.

## Properties
Net charge: -1
Kohn-Sham gap (eV): 8.32
E_HOMO (eV): -7.7
F_max (eV/A): 1.4
LUMO level (eV): 0.618